The following is a quantum chemistry calculation of 2 unconnected molecules or ions with the total composition C6H13NO3 at a distorted geometry, from the Open Molecules 2025 dataset.

```
23
Properties=species:S:1:pos:R:3:forces:R:3:mulliken_charge:R:1
C -1.624058 -2.011777 0.300397 1.049 -0.821 0.156 -1.08
C -0.891010 -1.167211 -0.716077 -1.757 3.307 -0.100 0.96
O -1.434984 -0.892793 -1.779451 2.587 -0.305 2.374 -0.55
N 0.215993 -0.128601 0.011849 -0.455 -1.125 -1.693 -0.24
C 0.449114 -0.123057 1.456224 -0.835 -0.283 -0.045 -1.08
C 0.332357 1.180774 -0.635718 -0.597 -0.315 -0.081 0.19
C -0.679928 2.202377 -0.137351 -0.032 0.217 0.078 -1.35
C 1.765193 1.676050 -0.585772 0.105 0.410 -0.237 -0.12
O 2.077768 2.839454 -0.525245 -0.141 -0.583 0.114 -0.49
H -2.210466 -1.375403 0.975636 0.186 0.058 -0.335 0.25
H -2.284452 -2.705425 -0.229573 0.182 0.226 0.124 0.36
H -0.915905 -2.579062 0.918477 -0.302 0.027 -0.071 0.30
H -0.416110 0.266305 2.010893 0.198 0.047 0.058 0.36
H 0.624580 -1.142302 1.816931 0.098 0.177 -0.068 0.37
H 1.329439 0.490333 1.693625 -0.212 -0.157 -0.116 0.35
H 0.157186 1.002537 -1.710846 -0.024 -0.036 0.164 0.31
H -1.690647 1.780331 -0.196510 0.209 0.122 -0.078 0.35
H -0.483693 2.485729 0.905692 -0.005 -0.038 -0.253 0.31
H -0.624227 3.110849 -0.747684 -0.076 -0.183 0.186 0.40
H 2.533543 0.876444 -0.696994 -0.056 0.083 0.103 0.35
O 1.141425 -2.146623 -1.190837 1.498 2.717 2.946 -0.69
H 1.364194 -1.113011 -0.641592 -1.533 -2.567 -2.443 0.41
H 1.264688 -2.525918 -0.296073 -0.087 -0.978 -0.786 0.33
```
Positions in Å, forces in eV/Å.

Its orbital gap is 9.833 eV. Its multiplicity is 1. For the LUMO energy, the calculation gives 0.47 eV. As for the strongest force on any atom: 0.0832 hartree/bohr. As for the relative energy (zero: lowest compared OMol25 entry of this formula, charge and spin): 84.1 kcal/mol. The SMILES is CC(=O)N(C)[C@@H](C)C=O.O. The highest occupied orbital energy comes out at -9.4 eV.